Here is C35H33Cl5IrN3O2P2 as an isolated structure from OMol25. Energies are from the ωB97M-V functional and the def2-TZVPD basis.

Atoms and positions in Å:
Ir: -0.385 0.073 -0.384
C: 2.742 -3.366 1.208
C: 1.848 -2.170 1.217
O: 1.477 -1.610 0.016
C: 1.467 -1.614 2.428
C: 0.782 -0.456 2.740
C: 0.597 -0.088 4.179
N: 0.282 0.417 1.814
N: -0.120 1.545 2.326
C: -0.608 2.493 1.534
O: -0.540 2.386 0.253
C: -1.293 3.597 2.189
C: -1.905 4.597 1.426
C: -2.714 5.539 2.024
C: -2.913 5.516 3.398
C: -2.272 4.558 4.172
C: -1.462 3.612 3.581
H: 3.404 -3.346 0.342
H: 2.184 -4.304 1.179
H: 3.346 -3.365 2.111
H: 1.814 -2.177 3.280
H: 1.057 -0.811 4.842
H: -0.463 -0.016 4.415
H: 1.032 0.895 4.356
H: -1.749 4.606 0.359
H: -3.202 6.286 1.420
H: -3.554 6.246 3.864
H: -2.418 4.546 5.242
H: -0.966 2.866 4.180
C: -3.498 2.027 -0.023
P: -2.155 1.687 -1.228
C: -1.844 3.273 -2.106
C: -3.078 0.906 -2.605
C: -4.348 1.336 -2.961
C: -4.969 0.822 -4.085
C: -4.319 -0.132 -4.848
C: -3.057 -0.572 -4.494
C: -2.416 -0.054 -3.372
P: -0.715 -0.544 -2.890
C: -0.480 -2.065 -3.896
C: 0.270 0.637 -3.897
H: -4.009 2.960 -0.251
H: -3.086 2.093 0.981
H: -4.203 1.200 -0.054
H: -2.710 3.921 -1.981
H: -1.716 3.066 -3.168
H: -0.953 3.757 -1.719
H: -4.850 2.080 -2.360
H: -5.952 1.166 -4.364
H: -4.796 -0.537 -5.727
H: -2.584 -1.318 -5.110
H: -1.171 -2.839 -3.568
H: 0.535 -2.425 -3.766
H: -0.631 -1.859 -4.955
H: 1.279 0.245 -4.011
H: 0.324 1.600 -3.393
H: -0.183 0.763 -4.881
N: -1.799 -1.256 0.611
C: -2.816 -1.729 0.901
C: -4.014 -2.320 1.291
C: -4.853 -1.654 2.199
C: -6.030 -2.249 2.596
C: -6.386 -3.499 2.102
C: -5.558 -4.158 1.203
C: -4.375 -3.582 0.794
H: -4.560 -0.688 2.580
H: -6.675 -1.744 3.297
H: -7.306 -3.960 2.423
H: -5.840 -5.129 0.825
H: -3.721 -4.089 0.101
Cl: -0.308 -4.005 -0.006
C: 0.921 -3.663 -1.158
C: 1.616 -2.445 -1.061
C: 2.511 -2.085 -2.079
Cl: 3.230 -0.527 -1.990
C: 2.784 -2.960 -3.121
Cl: 3.890 -2.518 -4.353
C: 2.138 -4.206 -3.173
Cl: 2.466 -5.286 -4.459
C: 1.182 -4.538 -2.202
Cl: 0.317 -6.011 -2.334

Forces on atoms 1 to 3 (eV/Å):
Ir -0.1 1.1 -0.3
C 0.0 0.2 -0.2
C 0.6 -0.8 0.6

For the HOMO energy (alpha / beta), the calculation gives -7.91 / -11.22 eV. As for the spin multiplicity: 6. As for the charge: +1. The gap between HOMO and LUMO (alpha / beta) comes out at 5.38 / 7.01 eV. The calculated total energy comes out at -129415.0699 eV.

Here is one molecule with the formula C4H4N4O2S from OMol25. Energies are from the ωB97M-V functional and the def2-TZVPD basis.

Atoms and positions in Å:
C: 1.492 1.379 0.935
C: -0.310 -0.096 -1.692
C: 0.598 0.657 -2.463
C: 1.009 0.990 -0.332
N: 1.825 1.572 2.007
N: -0.038 0.136 -0.357
N: 1.382 1.390 -1.567
N: -1.022 -0.340 2.033
O: -1.836 -1.687 0.111
O: 0.459 -2.042 0.899
S: -0.646 -1.248 0.703
H: -1.240 -0.707 -1.881
H: 0.416 0.757 -3.540
H: -1.843 -0.620 2.349
H: -0.247 -0.142 2.793

Forces on atoms 1 to 3 (eV/Å):
C 0.3 0.0 -0.9
C -0.6 0.0 -0.6
C -2.1 -0.4 2.4

For the HOMO energy, the calculation gives -9.50 eV. The gap between HOMO and LUMO comes out at 9.68 eV. The calculated total energy comes out at -25101.0177 eV. The value obtained for the energy relative to the best compared isomer or geometry (same formula, charge and spin) is 118.1 kJ/mol. As for the SMILES: N#Cc1nccn1S(N)(=O)=O.

Here is C15H23ClN2OV as an isolated structure from OMol25. Energies are from the ωB97M-V functional and the def2-TZVPD basis.

Atoms and positions in Å:
C: -2.607 0.402 -5.444
C: -3.545 1.465 -5.063
C: -1.372 0.756 -6.155
C: -3.073 -0.989 -5.469
Cl: -1.077 0.165 -2.243
H: -1.554 0.900 -7.237
H: -0.599 -0.026 -6.077
H: -0.930 1.699 -5.793
H: -4.192 1.760 -5.912
H: -3.034 2.385 -4.735
H: -4.228 1.158 -4.254
H: -3.618 -1.218 -6.406
H: -3.772 -1.218 -4.648
H: -2.246 -1.716 -5.414
C: 0.705 1.773 1.762
C: 1.718 1.622 0.732
C: 1.175 2.115 -0.448
H: 2.720 1.263 0.921
C: -0.197 2.500 -0.188
C: -0.508 2.225 1.141
H: -1.420 2.430 1.685
H: 0.785 1.507 2.804
H: 1.694 2.240 -1.389
H: -0.869 2.924 -0.924
C: 0.178 -2.296 1.030
C: 1.518 -1.756 1.172
C: 2.029 -1.462 -0.125
H: 2.012 -1.473 2.091
C: 1.098 -1.968 -1.046
C: -0.058 -2.455 -0.329
H: -0.934 -2.898 -0.773
H: -0.472 -2.556 1.864
H: 3.006 -1.055 -0.323
H: 1.219 -1.992 -2.122
V: 0.046 0.012 -0.078
N: 2.190 0.046 3.629
C: 0.944 -0.297 3.235
N: 0.037 -0.790 4.037
O: 0.486 -0.174 1.980
H: 2.413 -0.058 4.600
H: 2.936 0.433 3.040
H: -0.878 -1.035 3.684
H: 0.264 -0.896 4.976

Forces on atoms 1 to 3 (eV/Å):
C -1.1 0.2 -2.2
C 0.1 0.5 1.4
C 1.2 0.1 0.9

For the HOMO energy (alpha / beta), the calculation gives -13.55 / -13.18 eV. As for the spin multiplicity: 2. As for the charge: +2. The gap between HOMO and LUMO (alpha / beta) comes out at 5.91 / 5.53 eV. The calculated total energy comes out at -59145.9914 eV. The value obtained for the energy relative to the best compared isomer or geometry (same formula, charge and spin) is 285.2 kJ/mol.

Here is C18H11Cl6NOPd as an isolated structure from OMol25. Energies are from the ωB97M-V functional and the def2-TZVPD basis.

Atoms and positions in Å:
Pd: 0.078 -0.989 0.103
Cl: -0.295 3.865 5.482
C: -0.303 3.066 3.956
C: -0.647 1.722 3.863
Cl: -1.061 0.844 5.287
C: -0.663 1.088 2.628
Cl: -1.104 -0.588 2.525
C: -0.329 1.748 1.421
O: -0.332 1.183 0.268
C: 0.031 3.114 1.563
Cl: 0.472 3.950 0.121
C: 0.036 3.756 2.789
Cl: 0.470 5.419 2.884
Cl: 4.146 -0.910 -4.634
C: 3.509 -0.827 -3.023
C: 3.540 -1.957 -2.225
C: 3.034 -1.885 -0.937
C: 2.504 -0.690 -0.433
C: 1.869 -0.616 0.888
C: 2.469 0.436 -1.281
C: 2.974 0.369 -2.563
H: 3.961 -2.876 -2.608
H: 3.071 -2.758 -0.297
H: 1.954 0.340 1.398
H: 2.109 -1.450 1.553
H: 2.018 1.352 -0.918
H: 2.952 1.233 -3.213
C: -4.431 -1.823 -1.676
C: -3.530 -2.872 -1.590
C: -2.239 -2.602 -1.176
N: -1.826 -1.373 -0.850
C: -2.696 -0.361 -0.940
C: -4.004 -0.547 -1.351
H: -5.450 -1.999 -1.995
H: -3.815 -3.884 -1.839
H: -1.501 -3.391 -1.103
H: -2.301 0.610 -0.668
H: -4.671 0.302 -1.408

Forces on atoms 1 to 3 (eV/Å):
Pd 0.6 0.4 0.0
Cl 0.0 0.0 0.0
C 0.0 0.0 0.0

For the HOMO energy, the calculation gives -7.71 eV. The gap between HOMO and LUMO comes out at 6.74 eV. The calculated total energy comes out at -100996.1441 eV. The value obtained for the energy relative to the best compared isomer or geometry (same formula, charge and spin) is 83.4 kJ/mol.

Here is C33H37CrO5Si2 as an isolated structure from OMol25. Energies are from the ωB97M-V functional and the def2-TZVPD basis.

Atoms and positions in Å:
C: -2.163 -1.410 4.278
Si: -2.233 -2.430 2.675
C: -2.064 -4.270 3.009
C: -3.775 -2.076 1.723
O: -0.820 -1.640 1.875
C: -0.421 -1.637 0.633
C: -1.231 -1.043 -0.506
C: -0.891 -1.831 -1.762
O: 0.699 -2.188 0.273
Si: 2.030 -3.141 1.185
C: 3.058 -1.841 1.967
C: 1.221 -4.233 2.493
C: 2.858 -4.201 -0.076
H: -3.019 -1.634 4.922
H: -1.236 -1.658 4.808
H: -2.184 -0.347 4.015
H: -2.854 -4.515 3.739
H: -2.258 -4.863 2.104
H: -1.104 -4.576 3.447
H: -4.634 -2.148 2.403
H: -3.760 -1.076 1.294
H: -3.908 -2.817 0.928
H: -2.318 -1.227 -0.317
H: -1.720 -1.659 -2.467
H: 0.021 -1.367 -2.182
H: -0.707 -2.927 -1.684
H: 3.914 -2.316 2.445
H: 3.417 -1.136 1.220
H: 2.488 -1.303 2.725
H: 2.007 -4.904 2.922
H: 0.813 -3.605 3.314
H: 0.415 -4.867 2.061
H: 3.690 -4.781 0.344
H: 2.160 -4.924 -0.516
H: 3.270 -3.586 -0.880
O: 3.593 6.210 -3.439
C: 3.539 5.102 -3.092
Cr: 3.418 3.374 -2.295
C: 1.862 4.033 -1.439
O: 0.997 4.566 -0.865
C: 4.357 4.254 -0.900
O: 4.854 4.932 -0.099
C: 4.807 2.359 -3.607
C: 3.542 2.473 -4.234
C: 2.400 1.999 -3.565
C: 2.450 1.347 -2.322
C: 1.184 0.953 -1.729
C: 0.111 0.922 -1.164
C: -1.191 0.670 -0.546
C: -1.294 1.314 0.834
C: -0.197 1.853 1.521
C: -0.332 2.206 2.872
C: -1.527 2.007 3.534
C: -2.643 1.570 2.832
C: -2.530 1.256 1.476
C: -2.284 1.214 -1.512
C: -2.094 0.875 -2.863
C: -3.116 1.062 -3.864
C: -4.286 1.761 -3.488
C: -4.381 2.328 -2.214
C: -3.379 2.069 -1.244
C: 3.693 1.363 -1.654
C: 4.884 1.831 -2.295
H: 5.704 2.726 -4.115
H: 3.447 2.959 -5.212
H: 1.404 2.150 -3.997
H: 0.764 1.983 0.975
H: 0.566 2.538 3.375
H: -1.617 2.287 4.592
H: -3.597 1.361 3.374
H: -3.436 0.931 0.896
H: -1.159 0.448 -3.204
H: -3.002 0.624 -4.847
H: -5.050 1.943 -4.258
H: -5.285 2.912 -1.963
H: -3.522 2.583 -0.287
H: 3.745 1.018 -0.614
H: 5.840 1.810 -1.764

Forces on atoms 1 to 3 (eV/Å):
C 0.1 -0.6 -0.8
Si -0.2 0.8 1.8
C 0.2 0.2 -0.3

For the HOMO energy (alpha / beta), the calculation gives -12.26 / -13.58 eV. As for the spin multiplicity: 4. As for the charge: +2. The gap between HOMO and LUMO (alpha / beta) comes out at 6.69 / 5.77 eV. The calculated total energy comes out at -89219.8114 eV.

Here is C36H40EuN6OS3 as an isolated structure from OMol25. Energies are from the ωB97M-V functional and the def2-TZVPD basis.

Atoms and positions in Å:
Eu: -1.061 1.668 -0.108
C: -2.165 -5.137 2.626
C: -1.466 -4.074 3.489
C: -0.099 -4.608 3.915
C: -2.305 -3.795 4.745
C: -1.354 -2.781 2.687
C: -2.497 -2.158 2.187
C: -2.370 -0.989 1.473
N: -1.196 -0.395 1.233
C: -0.088 -0.982 1.692
C: -0.140 -2.164 2.415
C: 1.213 -0.300 1.374
C: 2.433 -0.838 1.758
C: 3.625 -0.206 1.436
C: 3.524 0.996 0.738
C: 2.278 1.481 0.412
N: 1.138 0.849 0.696
C: 4.991 -0.768 1.820
C: 5.803 -1.002 0.537
C: 5.715 0.255 2.709
C: 4.876 -2.088 2.580
H: -2.242 -6.071 3.187
H: -1.601 -5.337 1.711
H: -3.178 -4.835 2.348
H: -0.236 -5.530 4.481
H: 0.433 -3.904 4.563
H: 0.534 -4.844 3.054
H: -2.389 -4.708 5.338
H: -3.316 -3.469 4.493
H: -1.839 -3.027 5.369
H: -3.482 -2.579 2.346
H: -3.247 -0.500 1.065
H: 0.771 -2.615 2.776
H: 2.460 -1.762 2.312
H: 4.404 1.565 0.465
H: 2.184 2.435 -0.098
H: 5.954 -0.075 -0.023
H: 5.308 -1.725 -0.117
H: 6.788 -1.398 0.794
H: 5.898 1.195 2.184
H: 6.683 -0.147 3.015
H: 5.138 0.473 3.612
H: 4.379 -2.861 1.986
H: 4.340 -1.970 3.526
H: 5.877 -2.453 2.816
N: 1.221 3.966 -2.392
C: 0.191 4.570 -1.756
N: -0.597 3.977 -0.893
C: -1.538 4.891 -0.393
C: -1.455 6.129 -0.908
S: -0.163 6.229 -2.038
C: -2.474 4.505 0.684
C: -3.320 5.354 1.293
S: -4.174 4.556 2.552
C: -3.328 3.107 2.185
N: -2.482 3.204 1.194
N: -3.548 1.963 2.884
H: 1.330 2.967 -2.355
H: 1.756 4.463 -3.081
H: -2.056 6.996 -0.683
H: -3.490 6.399 1.091
H: -4.146 1.979 3.691
H: -2.855 1.236 2.853
O: -2.343 0.940 -1.756
S: -2.213 1.441 -3.184
C: -2.808 0.190 -4.274
C: -3.607 0.620 -5.322
C: -4.072 -0.323 -6.231
C: -3.747 -1.660 -6.062
C: -2.958 -2.074 -4.988
C: -2.476 -1.146 -4.085
C: -0.453 1.265 -3.505
C: 0.357 0.544 -2.638
C: 1.708 0.402 -2.935
C: 2.236 0.986 -4.077
C: 1.412 1.708 -4.936
C: 0.063 1.855 -4.650
H: -3.871 1.668 -5.425
H: -4.695 -0.013 -7.059
H: -4.115 -2.395 -6.768
H: -2.719 -3.122 -4.862
H: -1.862 -1.454 -3.246
H: -0.055 -0.008 -1.809
H: 2.343 -0.176 -2.274
H: 3.287 0.866 -4.307
H: 1.821 2.154 -5.834
H: -0.583 2.417 -5.317

Forces on atoms 1 to 3 (eV/Å):
Eu 0.5 0.6 0.9
C 0.0 0.0 0.0
C 0.0 0.1 0.0

For the HOMO energy (alpha / beta), the calculation gives -11.83 / -12.71 eV. As for the spin multiplicity: 8. As for the charge: +2. The gap between HOMO and LUMO (alpha / beta) comes out at 6.75 / 7.64 eV. The calculated total energy comes out at -100795.4824 eV. The value obtained for the energy relative to the best compared isomer or geometry (same formula, charge and spin) is 32.4 kJ/mol.

Here is an isolated ion of composition C8H17N4O and charge +1 from OMol25. Energies are from the ωB97M-V functional and the def2-TZVPD basis.

Atoms and positions in Å:
C: 1.444 -1.618 -0.266
C: 0.004 -2.154 0.438
C: 1.591 0.805 -0.871
C: -1.924 -0.628 0.858
C: -1.798 1.635 -0.071
C: 0.149 -2.572 1.861
C: 2.457 2.032 -0.449
C: -2.311 1.757 -1.519
N: 1.655 -0.245 0.057
N: -2.446 0.604 0.682
N: -0.830 -1.044 0.316
N: -0.404 1.425 -0.093
O: 0.231 1.271 -1.189
H: 2.235 -2.329 0.094
H: 1.378 -1.721 -1.404
H: -0.326 -2.933 -0.333
H: 1.966 0.372 -1.880
H: -2.620 -1.316 1.242
H: -2.009 2.587 0.396
H: 0.256 -1.712 2.467
H: 1.078 -3.205 1.901
H: -0.743 -3.138 2.204
H: 3.501 1.976 -0.484
H: 2.258 2.250 0.600
H: 2.340 2.730 -1.207
H: -2.497 0.771 -2.007
H: -1.748 2.449 -2.174
H: -3.384 2.176 -1.525
H: 1.082 -0.058 0.936
H: -3.353 0.762 1.272

Forces on atoms 1 to 3 (eV/Å):
C -1.3 -1.7 -0.9
C 1.3 -0.2 -3.2
C 4.2 -1.3 -1.1

For the HOMO energy (alpha / beta), the calculation gives -12.57 / -12.71 eV. As for the charge: +1. The gap between HOMO and LUMO (alpha / beta) comes out at 6.32 / 7.18 eV. The calculated total energy comes out at -16567.4789 eV. The value obtained for the energy relative to the best compared isomer or geometry (same formula, charge and spin) is 598.2 kJ/mol.

Here is one molecule with the formula C4H6N2O from OMol25. Energies are from the ωB97M-V functional and the def2-TZVPD basis.

Atoms and positions in Å:
N: 1.169 0.419 1.597
C: -0.070 0.458 1.838
O: -1.006 0.475 0.879
C: -0.555 0.563 -0.468
C: 0.070 -0.734 -0.941
C: 0.444 -0.483 -2.519
N: -0.357 -1.265 -2.843
H: 1.711 0.423 2.455
H: -0.553 0.482 2.817
H: 0.173 1.368 -0.576
H: -1.451 0.792 -1.053
H: 1.049 -0.932 -0.538
H: -0.593 -1.581 -0.683

Forces on atoms 1 to 3 (eV/Å):
N -0.2 0.1 0.0
C 0.2 0.0 0.1
O -0.1 0.0 0.1

For the HOMO energy, the calculation gives -10.69 eV. The gap between HOMO and LUMO comes out at 11.10 eV. The calculated total energy comes out at -9269.8264 eV. The value obtained for the energy relative to the best compared isomer or geometry (same formula, charge and spin) is 354.6 kJ/mol. As for the SMILES: [H]/N=C/OCCC#N.

Here is one molecule with the formula C7H12O from OMol25. Energies are from the ωB97M-V functional and the def2-TZVPD basis.

Atoms and positions in Å:
C: -0.166 -2.024 1.142
O: -1.191 -2.955 0.748
C: 0.666 -1.369 0.069
C: -0.159 -0.505 -0.927
C: 0.155 1.008 -0.780
C: 1.215 1.601 -1.313
C: -0.468 2.542 1.025
C: -0.832 1.716 0.033
H: -0.693 -1.286 1.762
H: 0.499 -2.637 1.778
H: -1.132 -3.085 -0.195
H: 1.410 -0.822 0.649
H: 1.156 -2.113 -0.570
H: 0.031 -0.730 -1.971
H: -1.191 -0.605 -0.587
H: 1.845 0.933 -1.896
H: 1.369 2.656 -1.452
H: -1.221 3.180 1.474
H: 0.551 2.658 1.358
H: -1.843 1.836 -0.348

Forces on atoms 1 to 3 (eV/Å):
C -0.3 -1.2 0.9
O 0.1 0.5 -0.2
C -0.4 -0.3 -0.8

For the HOMO energy, the calculation gives -9.23 eV. The gap between HOMO and LUMO comes out at 10.13 eV. The calculated total energy comes out at -9498.9873 eV. The value obtained for the energy relative to the best compared isomer or geometry (same formula, charge and spin) is 176.7 kJ/mol. As for the SMILES: C=CC(=C)CCCO.